Below is a molecular structure, C21H44N3OP2Pr, with properties calculated with wB97M-V/def2-TZVPD.

Computed properties:
**Net charge**: +2
**Multiplicity**: 3
**ΔE to the lowest compared entry with this formula, charge and spin**: 0.0 kcal per mole
**Highest occupied orbital energy (spin up / spin down)**: -14.06 / -14.06 eV
**Energy**: -61640.038 eV
**Orbital gap (spin up / spin down)**: 8.097 / 8.371 eV

Atoms and positions in Å:
Pr: -1.0295 0.0062 0.0631
P: 0.0056 -2.6545 -0.7657
P: 0.0923 2.5444 -0.6452
N: 0.1670 0.0681 -2.3240
C: 0.0088 -2.4608 -2.5994
H: 0.6510 -3.2519 -3.0149
H: -1.0126 -2.6315 -2.9776
C: 0.5419 -1.1215 -3.1211
H: 1.6460 -1.1144 -3.1499
H: 0.2039 -0.9868 -4.1691
C: 0.5042 1.2560 -3.1387
H: -0.0004 1.1928 -4.1231
H: 1.5874 1.1639 -3.3367
C: 0.1940 2.6040 -2.4768
H: -0.7462 3.0091 -2.8881
H: 0.9951 3.3080 -2.7444
C: 1.5901 3.4565 -0.0690
C: 1.9363 3.0715 1.3744
H: 2.8952 3.5352 1.6497
H: 2.0461 1.9869 1.4976
H: 1.1830 3.4276 2.0880
C: -1.5096 3.4867 -0.3537
C: -1.8375 3.5915 1.1394
H: -2.8428 4.0275 1.2596
H: -1.1251 4.2396 1.6741
H: -1.8546 2.6162 1.6546
C: -1.5170 -3.7180 -0.4926
C: -1.6789 -4.1209 0.9800
H: -2.5925 -4.7261 1.0801
H: -1.7987 -3.2508 1.6435
H: -0.8313 -4.7222 1.3463
C: 1.5619 -3.6288 -0.4656
C: 2.0893 -3.4505 0.9629
H: 3.0170 -4.0306 1.0779
H: 1.3796 -3.8128 1.7182
H: 2.3315 -2.4026 1.1793
C: 1.1886 0.1585 -0.8532
O: 2.3729 0.0361 -0.9942
C: -1.6093 4.8416 -1.0593
H: -0.9381 5.5869 -0.6156
H: -1.4002 4.7756 -2.1334
H: -2.6389 5.2103 -0.9466
C: -1.6604 -4.9115 -1.4399
H: -2.6887 -5.2902 -1.3518
H: -1.5012 -4.6446 -2.4913
H: -0.9847 -5.7340 -1.1781
C: 1.4907 -5.1070 -0.8449
H: 2.4992 -5.5353 -0.7694
H: 0.8516 -5.6809 -0.1613
H: 1.1545 -5.2711 -1.8746
C: 1.5501 4.9705 -0.2645
H: 0.8582 5.4585 0.4327
H: 2.5497 5.3756 -0.0576
H: 1.2943 5.2612 -1.2894
H: 2.3816 3.0522 -0.7234
H: 2.2804 -3.1405 -1.1480
H: -2.2639 2.8174 -0.8156
H: -2.3373 -3.0126 -0.7373
H: -1.2336 0.0535 -2.1214
H: -2.1399 0.0377 -1.7671
C: -0.7644 2.1802 4.1045
C: -0.5573 0.7911 3.6620
N: -0.5152 0.2754 2.4219
C: -0.2025 -1.0872 2.5829
C: -0.1401 -1.3543 3.9228
N: -0.3655 -0.1734 4.5468
H: -1.8298 2.4354 4.1119
H: -0.3762 2.2703 5.1294
H: -0.2181 2.8791 3.4657
H: -0.0240 -1.7257 1.7161
H: 0.0465 -2.2985 4.4207
H: -0.3795 -0.0075 5.5872